Entry 1:
A cluster of 2 separate species, C8H18NOP in total. Source: the OMol25 dataset; level of theory: ωB97M-V/def2-TZVPD.

The geometry in XYZ format:
```
29
Properties=species:S:1:pos:R:3
C -2.97 0.76 1.80
C -2.43 -0.35 1.41
P -0.86 -0.09 0.36
O -1.03 1.52 0.12
C -1.26 -0.71 -1.41
C -2.73 -0.46 -1.97
H -3.80 0.90 2.47
H -2.42 1.64 1.58
H -2.77 -1.25 1.86
H -0.54 2.03 0.76
H -0.50 -0.06 -1.96
H -0.85 -1.81 -1.52
H -2.72 -0.45 -3.10
H -3.38 -1.30 -1.61
H -2.87 0.48 -1.46
C 1.82 2.80 -0.41
C 2.01 1.40 0.11
N 2.30 0.48 -0.65
C 2.50 -0.92 -0.50
C 2.50 -1.53 0.96
H 2.68 3.53 -0.10
H 1.89 2.74 -1.46
H 0.97 3.34 -0.27
H 1.85 1.13 1.22
H 3.55 -1.16 -0.88
H 1.74 -1.30 -1.08
H 3.19 -1.20 1.78
H 1.60 -1.13 1.39
H 2.39 -2.55 1.15
```

Calculated values
F_max: 4.779 eV Å⁻¹
orbital gap: 0.3353 hartree
SMILES: C=CP(O)CC.C/C=N/CC

***

Entry 2:
The molecule C8H18O2. Source: the OMol25 dataset; level of theory: ωB97M-V/def2-TZVPD.

The geometry in XYZ format:
```
28
Properties=species:S:1:pos:R:3
C -0.30 0.34 -1.80
C -0.24 0.33 -0.28
C -1.18 -0.66 0.33
C -2.76 -0.06 0.26
O -2.82 1.17 0.89
O -3.31 0.06 -1.03
C 1.32 -0.03 0.34
C 1.38 0.43 1.80
C 1.68 -1.51 0.25
C 2.34 0.78 -0.46
H -1.29 0.64 -2.12
H -0.07 -0.65 -2.21
H 0.40 1.06 -2.21
H -0.47 1.33 0.10
H -1.01 -0.81 1.39
H -1.18 -1.62 -0.20
H -3.37 -0.79 0.84
H -3.39 1.76 0.38
H -3.14 -0.75 -1.52
H 2.39 0.29 2.21
H 0.69 -0.12 2.43
H 1.14 1.49 1.88
H 1.58 -1.87 -0.77
H 2.71 -1.67 0.56
H 1.05 -2.11 0.90
H 3.33 0.72 0.01
H 2.45 0.40 -1.47
H 2.06 1.83 -0.50
```

Calculated values
F_max: 3.662 eV Å⁻¹
orbital gap: 0.3652 hartree
SMILES: C[C@@H](CC(O)O)C(C)(C)C

***

Entry 3:
A cluster of 2 separate species, C8H18O2P in total. Source: the OMol25 dataset; level of theory: ωB97M-V/def2-TZVPD.

The geometry in XYZ format:
```
29
Properties=species:S:1:pos:R:3
C 1.62 1.64 2.77
C 1.53 0.15 0.66
C 2.33 2.59 0.72
C -2.18 -2.24 -2.25
C -2.34 -1.44 0.17
C -1.18 -0.09 -1.59
C 1.25 1.62 1.25
C -1.45 -1.49 -1.11
O 0.78 -2.65 -2.22
O -0.05 2.00 1.04
P 0.10 -2.51 -0.91
H 1.15 0.92 3.47
H 2.63 1.54 2.94
H 1.16 2.51 3.17
H 0.67 -0.62 1.02
H 2.62 -0.11 0.85
H 1.54 0.18 -0.36
H 3.22 2.12 0.37
H 2.03 3.09 -0.18
H 2.77 3.34 1.52
H -2.12 -3.32 -2.09
H -3.31 -2.00 -2.41
H -1.72 -1.94 -3.09
H -1.75 -0.77 0.88
H -2.49 -2.56 0.59
H -3.23 -0.98 0.01
H -0.54 0.00 -2.45
H -2.04 0.36 -2.05
H -1.00 0.66 -0.73
```

Calculated values
F_max: 6.130 eV Å⁻¹
orbital gap: 0.2007 hartree
total charge: -1